# 1
The following is a DFT calculation (ωB97M-V/def2-TZVPD) of a molecular structure, C43H40AsBrCrF3N3O6S2.

Summary:
Expectation value of S²: 6.021
HOMO (alpha / beta) in eV: -1.47 / -2.22
Relative energy (zero: lowest compared OMol25 entry of this formula, charge and spin) in eV: 0.546
Charge: -2
Largest force on an atom in hartree/bohr: 0.0141
2S+1: 5

Geometry as XYZ:
```
100
Properties=species:S:1:pos:R:3:mulliken_spin:R:1
Cr 0.49 0.02 0.33 3.95
S -1.28 -1.27 1.54 -0.02
C -1.71 -2.77 0.73 0.01
C -2.31 -3.75 1.55 0.00
C -2.80 -4.95 1.06 0.00
C -2.70 -5.23 -0.30 0.01
C -2.10 -4.29 -1.12 -0.01
C -1.59 -3.08 -0.65 0.03
As -0.76 -1.81 -1.90 -0.01
C 0.79 -2.81 -2.56 0.00
C 1.07 -4.14 -2.27 0.00
C 2.20 -4.76 -2.80 0.00
C 3.06 -4.05 -3.63 0.00
C 2.78 -2.72 -3.93 0.00
C 1.66 -2.11 -3.39 0.00
C -1.83 -2.19 -3.55 0.01
C -1.67 -3.29 -4.39 0.00
C -2.37 -3.39 -5.59 0.00
C -3.23 -2.37 -5.99 0.00
C -3.37 -1.25 -5.18 0.00
C -2.67 -1.17 -3.98 -0.01
H -2.40 -3.52 2.61 0.00
H -3.26 -5.66 1.74 0.00
H -3.09 -6.16 -0.71 0.00
H -2.04 -4.51 -2.18 0.00
H 0.42 -4.70 -1.60 0.00
H 2.41 -5.80 -2.56 0.00
H 3.94 -4.53 -4.04 0.00
H 3.45 -2.16 -4.56 0.00
H 1.45 -1.07 -3.61 0.00
H -0.98 -4.08 -4.12 0.00
H -2.23 -4.26 -6.22 0.00
H -3.76 -2.44 -6.93 0.00
H -4.01 -0.44 -5.49 0.00
H -2.77 -0.27 -3.38 0.00
C -3.55 0.84 -0.59 0.00
O -2.43 1.45 0.02 0.03
C -2.58 2.18 1.12 0.01
C -3.79 2.61 1.63 0.00
C -3.78 3.43 2.75 0.00
Br -5.46 4.06 3.43 0.00
C -2.63 3.84 3.36 0.00
C -1.40 3.40 2.85 0.02
C -1.38 2.57 1.74 0.02
O -0.19 2.11 1.24 -0.09
C -0.18 3.92 3.52 0.00
N -0.24 4.76 4.53 0.00
C 1.08 5.02 4.84 0.00
C 1.62 5.86 5.83 0.00
C 2.99 5.95 5.92 0.00
C 3.83 5.23 5.05 0.00
C 3.32 4.40 4.07 0.00
C 1.94 4.32 3.98 0.00
N 1.09 3.61 3.16 -0.01
H -4.18 1.58 -1.07 0.00
H -4.11 0.25 0.14 0.00
H -3.14 0.16 -1.34 0.00
H -4.73 2.35 1.16 0.00
H -2.62 4.49 4.22 0.00
H 0.02 2.70 0.46 0.02
H 0.96 6.41 6.49 0.00
H 3.43 6.59 6.67 0.00
H 4.91 5.32 5.16 0.00
H 3.98 3.85 3.40 0.00
H 1.32 3.01 2.38 0.02
F 1.74 3.90 -2.54 0.00
C 0.65 3.39 -3.13 0.00
F 1.05 2.46 -4.00 0.00
F 0.07 4.38 -3.83 0.00
S -0.53 2.67 -1.90 0.02
O -0.46 3.60 -0.76 0.00
O -1.78 2.65 -2.60 0.00
O 0.06 1.39 -1.58 -0.01
C 4.34 -1.29 3.33 0.00
N 3.73 -0.07 3.81 0.00
C 3.19 -0.25 5.14 0.00
C 2.72 0.46 2.89 0.08
C 3.26 0.96 1.55 -0.12
C 4.52 1.57 1.51 -0.03
C 5.08 1.95 0.30 0.02
C 4.37 1.70 -0.87 0.00
C 3.11 1.12 -0.81 0.08
C 2.48 0.76 0.40 0.01
H 5.18 -1.56 3.97 0.00
H 4.70 -1.14 2.31 0.00
H 3.63 -2.14 3.31 0.00
H 3.98 -0.56 5.82 0.00
H 2.39 -1.02 5.17 0.00
H 2.77 0.69 5.50 0.00
H 2.22 1.26 3.44 -0.03
H 1.95 -0.30 2.67 0.02
H 5.08 1.70 2.44 0.00
H 6.05 2.43 0.27 0.00
H 4.80 1.97 -1.83 0.00
H 2.59 0.94 -1.75 0.00
C 1.96 -2.57 0.61 0.06
O 1.17 -1.73 -0.15 -0.11
H 2.15 -3.52 0.08 0.00
H 1.50 -2.82 1.58 0.00
H 2.95 -2.12 0.81 0.00
```


# 2
The following is a DFT calculation (ωB97M-V/def2-TZVPD) of a molecular structure, C6H14NO in a non-equilibrium geometry.

Summary:
HOMO in eV: -2.64
Relative energy (zero: lowest compared OMol25 entry of this formula, charge and spin) in eV: 3.863
Charge: -1
Largest force on an atom in hartree/bohr: 0.0581
2S+1: 1

Geometry as XYZ:
```
22
Properties=species:S:1:pos:R:3:nbo_charge:R:1
C -2.55 -0.68 -0.61 0.18
N -3.32 0.31 -0.88 -0.70
C 1.76 1.94 0.04 -0.64
C 2.57 0.67 -0.36 -0.01
O 2.65 -0.28 0.59 -0.96
C -1.05 -0.78 -0.92 -0.49
C -0.62 -0.50 1.66 -0.63
C -0.23 -1.16 0.32 -0.44
H -2.73 0.41 0.10 0.40
H -2.97 -1.64 -0.20 0.10
H 1.83 2.68 -0.77 0.17
H 2.14 2.41 0.95 0.18
H 0.70 1.71 0.15 0.17
H 2.07 0.31 -1.30 0.06
H 3.56 1.05 -0.74 0.07
H -0.88 -1.49 -1.72 0.23
H -0.79 0.23 -1.30 0.22
H -1.38 -1.09 2.17 0.18
H 0.27 -0.53 2.27 0.25
H -0.94 0.54 1.58 0.19
H 0.86 -1.07 0.19 0.32
H -0.40 -2.23 0.50 0.17
```


# 3
The following is a DFT calculation (ωB97M-V/def2-TZVPD) of a molecular structure, C27H28N4O2RhSi.

Summary:
Expectation value of S²: 6.063
HOMO (alpha / beta) in eV: -8.01 / -11.39
Relative energy (zero: lowest compared OMol25 entry of this formula, charge and spin) in eV: 0.000
Charge: +1
Largest force on an atom in hartree/bohr: 0.0101
2S+1: 5

Geometry as XYZ:
```
63
Properties=species:S:1:pos:R:3:nbo_charge:R:1
Rh 0.59 -0.81 0.38 1.06
O 1.58 -0.13 4.21 -0.55
C 1.64 -0.20 2.98 0.49
N 0.59 -0.90 2.28 -0.34
C -0.60 -1.32 2.97 -0.33
C -1.61 -1.81 1.96 0.33
C -2.84 -2.31 2.34 -0.25
C -3.74 -2.72 1.37 -0.13
C -3.38 -2.62 0.03 -0.24
C -2.14 -2.12 -0.28 0.05
N -1.27 -1.72 0.66 -0.50
C 2.59 0.34 2.08 -0.03
C 3.74 1.05 2.50 -0.18
C 4.60 1.56 1.58 -0.20
C 4.33 1.38 0.19 -0.30
C 3.21 0.69 -0.17 0.04
N 2.35 0.15 0.72 -0.52
H -1.01 -0.49 3.56 0.26
H -0.36 -2.11 3.69 0.26
H -3.09 -2.36 3.39 0.24
H -4.71 -3.11 1.66 0.24
H -4.05 -2.93 -0.75 0.24
H -1.81 -2.01 -1.30 0.21
H 3.90 1.16 3.57 0.24
H 5.48 2.10 1.90 0.23
H 4.98 1.78 -0.57 0.23
H 2.97 0.54 -1.22 0.19
C 1.91 -2.92 -1.39 -1.17
Si 1.24 -1.71 -2.63 1.78
C 2.61 -1.04 -3.69 -1.14
C -0.04 -2.53 -3.71 -1.14
N 0.48 -0.43 -1.63 -0.81
C -0.12 0.69 -2.05 0.09
C -0.28 1.03 -3.42 -0.19
C -0.92 2.18 -3.80 -0.21
C -1.43 3.05 -2.82 -0.12
C -1.30 2.77 -1.47 -0.30
C -0.66 1.61 -1.09 0.40
O -0.46 1.27 0.21 -0.51
C -1.23 1.82 1.26 0.32
C -2.59 1.59 1.29 -0.30
C -3.30 2.04 2.39 -0.18
C -2.64 2.68 3.44 -0.21
C -1.27 2.87 3.38 -0.18
C -0.54 2.44 2.28 -0.27
H 2.41 -3.74 -1.92 0.27
H 1.12 -3.38 -0.78 0.25
H 2.66 -2.48 -0.73 0.26
H 2.98 -1.87 -4.30 0.26
H 3.45 -0.66 -3.11 0.25
H 2.29 -0.26 -4.37 0.25
H 0.47 -3.28 -4.32 0.26
H -0.54 -1.84 -4.38 0.25
H -0.81 -3.06 -3.13 0.24
H 0.12 0.36 -4.17 0.22
H -1.03 2.42 -4.85 0.24
H -1.93 3.96 -3.12 0.23
H -1.69 3.44 -0.72 0.25
H -3.09 1.08 0.47 0.23
H -4.37 1.89 2.44 0.23
H -3.20 3.02 4.30 0.23
H -0.75 3.36 4.20 0.24
H 0.53 2.56 2.21 0.25
```


# 4
The following is a DFT calculation (ωB97M-V/def2-TZVPD) of a molecular structure, C8H18ClIN2O3PZr in a non-equilibrium geometry.

Summary:
HOMO (alpha / beta) in eV: -19.66 / -19.71
Charge: +3
Largest force on an atom in hartree/bohr: 0.1892
2S+1: 1

Geometry as XYZ:
```
35
Properties=species:S:1:pos:R:3:nbo_charge:R:1
C 4.67 -1.29 0.00 -0.72
C 3.63 -0.24 0.24 0.51
H 5.52 -1.13 0.67 0.36
H 4.99 -1.26 -1.05 0.36
H 4.31 -2.31 0.20 0.30
O 3.89 0.88 0.63 -0.23
I 1.07 -3.83 1.17 0.16
Zr 1.50 -1.31 0.01 1.21
P 1.28 1.12 -1.27 1.05
C 0.63 2.59 -0.42 -0.95
C 2.77 1.83 -2.06 -0.95
H 0.24 0.06 -3.20 0.28
H 0.44 1.83 -3.42 0.30
H -0.89 1.21 -2.40 0.26
C 0.15 1.04 -2.71 -0.93
H 3.30 1.05 -2.63 0.27
H 2.44 2.62 -2.75 0.30
H 0.82 3.47 -1.05 0.31
H 1.11 2.71 0.55 0.26
H 3.44 2.25 -1.30 0.26
H -0.46 2.46 -0.29 0.28
C 1.60 0.33 1.69 0.47
O 1.70 1.11 2.55 -0.25
Cl 2.09 -2.00 -2.24 -0.28
C -2.96 -0.96 -1.73 -0.43
N -2.86 -1.29 -0.31 -0.51
C -1.73 -1.49 0.36 0.81
N -1.82 -1.95 1.63 -0.77
O -0.57 -1.23 -0.15 -0.75
H -2.11 -0.37 -2.07 0.20
H -3.87 -0.38 -1.90 0.26
H -3.02 -1.87 -2.35 0.25
H -3.69 -1.60 0.17 0.44
H -1.01 -2.45 2.00 0.43
H -2.74 -2.22 1.98 0.44
```


# 5
The following is a DFT calculation (ωB97M-V/def2-TZVPD) of 3 unconnected molecules or ions with the total composition C2H8O4 in a non-equilibrium geometry.

Summary:
HOMO in eV: -10.62
Relative energy (zero: lowest compared OMol25 entry of this formula, charge and spin) in eV: 0.602
Charge: 0
Largest force on an atom in hartree/bohr: 0.0320
SMILES string: CC(=O)O.O.O
2S+1: 1

Geometry as XYZ:
```
14
Properties=species:S:1:pos:R:3:nbo_charge:R:1
O 0.06 -0.36 0.40 -0.61
C -0.03 0.65 -0.23 0.79
O -1.16 0.94 -0.93 -0.70
C 0.99 1.76 -0.32 -0.73
H -1.74 0.30 -0.50 0.51
H 1.65 1.62 -1.18 0.25
H 1.55 1.83 0.62 0.23
H 0.56 2.75 -0.45 0.24
H -3.17 -1.24 1.06 0.48
H -2.70 0.15 1.27 0.47
O -3.18 -0.39 0.61 -0.94
H 4.08 -2.26 0.52 0.46
H 2.77 -1.69 0.90 0.47
O 3.19 -2.15 0.18 -0.93
```


# 6
The following is a DFT calculation (ωB97M-V/def2-TZVPD) of a single C18H27N3O molecule.

Summary:
HOMO in eV: -8.85
Relative energy (zero: lowest compared OMol25 entry of this formula, charge and spin) in eV: 1.085
Charge: 0
Largest force on an atom in hartree/bohr: 0.0143
SMILES string: C[C@@H]1CCc2nn(CC(=O)NCCC3=CCCCC3)cc2C1
2S+1: 1

Geometry as XYZ:
```
49
Properties=species:S:1:pos:R:3:nbo_charge:R:1
C -5.08 -0.99 1.41 -0.60
H -4.56 -1.83 1.87 0.20
H -5.91 -1.38 0.83 0.21
C -4.12 -0.21 0.52 -0.20
C -3.53 -1.11 -0.58 -0.39
C -2.75 -0.30 -1.62 -0.43
C -1.84 0.65 -0.92 0.14
N -0.86 1.33 -1.49 -0.28
N -0.35 2.11 -0.54 -0.16
C -0.98 1.94 0.64 -0.04
C -1.97 1.00 0.44 -0.13
C -2.98 0.40 1.35 -0.42
H -3.37 1.15 2.03 0.22
H -2.52 -0.39 1.95 0.21
H -0.70 2.49 1.52 0.22
C 0.73 3.01 -0.82 -0.31
H 0.49 4.02 -0.49 0.23
H 0.88 3.01 -1.90 0.25
C 2.04 2.59 -0.13 0.67
O 2.75 3.39 0.45 -0.62
N 2.33 1.29 -0.27 -0.62
H 1.66 0.67 -0.71 0.42
C 3.44 0.66 0.40 -0.22
H 4.10 0.20 -0.34 0.19
H 3.99 1.45 0.92 0.24
C 2.96 -0.40 1.40 -0.43
C 2.25 -1.52 0.69 0.02
C 0.93 -1.53 0.55 -0.21
C 0.16 -2.56 -0.21 -0.43
C 1.08 -3.40 -1.09 -0.39
C 2.31 -3.82 -0.30 -0.39
C 3.12 -2.58 0.09 -0.44
H 3.91 -2.85 0.79 0.21
H 3.61 -2.18 -0.80 0.21
H 2.93 -4.50 -0.88 0.21
H 2.00 -4.34 0.61 0.20
H 0.55 -4.28 -1.46 0.21
H 1.40 -2.81 -1.96 0.20
H -0.36 -3.21 0.50 0.20
H -0.59 -2.07 -0.82 0.21
H 0.33 -0.75 1.02 0.21
H 2.28 0.08 2.12 0.21
H 3.82 -0.78 1.95 0.21
H -2.19 -0.95 -2.29 0.22
H -3.45 0.28 -2.23 0.22
H -4.34 -1.65 -1.08 0.21
H -2.87 -1.85 -0.11 0.20
H -4.67 0.61 0.03 0.20
H -5.47 -0.35 2.20 0.21
```


- Which value of largest force on an atom does entry 2 give?
  0.0581 hartree/bohr


- Among the records above, which one has the lowest charge?
  C43H40AsBrCrF3N3O6S2


- Which of these has the highest charge?
  C8H18ClIN2O3PZr


- Which of these has the lowest largest force on an atom?
  C27H28N4O2RhSi